Computed, not measured: one molecule with the formula C7H8, with ωB97M-V/def2-TZVPD.

XYZ file:
```
15
C7H8 (ωB97M-V/def2-TZVPD)
C -0.941 -0.661 -1.132
C -0.035 0.004 -0.074
C -0.744 0.171 1.292
C 1.118 -0.855 0.271
C 1.932 -1.561 0.807
C 0.414 1.307 -0.608
C 0.744 2.358 -1.095
H -0.391 -0.813 -2.066
H -1.798 -0.015 -1.345
H -1.301 -1.631 -0.777
H -1.006 -0.824 1.665
H -0.034 0.610 2.000
H -1.640 0.795 1.244
H 2.626 -2.170 1.342
H 1.056 3.286 -1.525
```

Calculated values
SMILES: C#CC(C)(C)C#C
Charge: 0
HOMO-LUMO gap: 10.98 eV
ΔE to the lowest compared entry with this formula, charge and spin: 89.97 kcal/mol
Multiplicity: 1

Computed, not measured: one molecule with the formula C7H8 in a non-equilibrium geometry, with ωB97M-V/def2-TZVPD.

XYZ file:
```
15
C7H8 (ωB97M-V/def2-TZVPD)
C -0.993 0.275 -1.124
C 0.116 -0.216 -0.176
C -0.400 -0.480 1.277
C -0.114 0.892 1.707
C -0.001 2.093 1.635
C 1.042 -1.169 -0.762
C 1.973 -1.760 -1.245
H -1.441 -0.558 -1.678
H -1.794 0.788 -0.575
H -0.582 0.975 -1.856
H 0.833 0.595 0.086
H -1.479 -0.663 1.372
H 0.142 -1.289 1.781
H 0.296 2.987 1.130
H 2.787 -2.299 -1.669
```

Calculated values
SMILES: C#CC[C@H](C)C#C
Charge: 0
HOMO-LUMO gap: 10.41 eV
ΔE to the lowest compared entry with this formula, charge and spin: 115.27 kcal/mol
Multiplicity: 1

Computed, not measured: one molecule with the formula C7H8 in a non-equilibrium geometry, with ωB97M-V/def2-TZVPD.

XYZ file:
```
15
C7H8 (ωB97M-V/def2-TZVPD)
C 2.518 -0.109 -0.006
C 1.156 -0.163 -0.135
C 0.463 1.210 -0.013
C -0.888 1.281 -0.173
C -1.862 0.100 0.008
C -1.100 -1.273 0.032
C 0.193 -1.274 -0.163
H 3.173 -1.006 -0.059
H 2.783 0.999 0.367
H 1.232 2.108 0.020
H -1.424 2.236 -0.027
H -2.634 0.367 0.812
H -2.623 -0.063 -0.857
H -1.712 -2.212 0.256
H 0.725 -2.201 -0.061
```

Calculated values
SMILES: C=C1C=CCC=C1
Charge: 0
HOMO-LUMO gap: 9.18 eV
ΔE to the lowest compared entry with this formula, charge and spin: 67.93 kcal/mol
Multiplicity: 1

Computed, not measured: one molecule with the formula C7H8 in a non-equilibrium geometry, with ωB97M-V/def2-TZVPD.

XYZ file:
```
15
C7H8 (ωB97M-V/def2-TZVPD)
C 2.378 0.237 -0.074
C 1.211 -0.762 0.022
C -0.195 -0.586 -0.201
C -0.419 0.968 -0.140
C -1.873 1.135 0.033
C -2.388 -0.308 -0.028
C -1.417 -1.190 -0.053
H 3.263 -0.017 -0.765
H 2.668 0.092 1.131
H 2.092 1.368 -0.389
H 1.409 -1.809 0.496
H 0.450 1.785 0.021
H -2.159 2.199 0.208
H -3.416 -0.700 -0.025
H -1.606 -2.413 -0.235
```

Calculated values
SMILES: CC=C1C=CC=C1
Charge: 0
HOMO-LUMO gap: 8.40 eV
ΔE to the lowest compared entry with this formula, charge and spin: 116.98 kcal/mol
Multiplicity: 1

HOMO level? In order: -9.99, -9.47, -8.26, -8.38 eV.